[1]
{
  "formula": "C6H7NO",
  "method": "ωB97M-V/def2-TZVPD",
  "orbital_gap_ev": 10.009,
  "symbols": ["O", "N", "C", "C", "C", "C", "C", "C", "H", "H", "H", "H", "H", "H", "H"],
  "xyz": [[-0.63913, -1.87070, -1.45285], [-0.20632, 0.77316, -0.57478], [1.13759, -0.08595, 1.10646], [0.02747, 2.09694, -0.18505], [-0.98873, -0.07224, 0.41175], [-0.05288, -0.18657, 1.60175], [-0.27778, -1.15702, -0.48172], [0.95856, -0.14081, -0.37540], [-0.30103, -0.63579, 2.48467], [1.75463, -0.07293, -1.01889], [2.23255, 0.01521, 1.41873], [0.22801, 3.05767, -1.09628], [-1.13207, 2.24121, 0.26723], [1.00768, 2.38809, 0.48272], [-2.05795, -0.16608, 0.64139]],
  "mulliken_charge": [-0.582, -0.181, -0.421, -0.598, -0.340, -0.388, 0.397, -0.369, 0.461, 0.592, 0.345, 0.228, 0.247, 0.202, 0.408]
}


[2]
{
  "formula": "C6H7NO2",
  "method": "ωB97M-V/def2-TZVPD",
  "orbital_gap_ev": 9.034,
  "symbols": ["O", "O", "N", "C", "C", "C", "C", "C", "C", "H", "H", "H", "H", "H", "H", "H"],
  "xyz": [[-1.65346, -1.11382, -0.17454], [1.60988, 1.38587, -0.26428], [0.52261, -0.62414, -0.01467], [-2.91638, -0.49514, -0.06915], [-1.28388, 1.13455, 0.09691], [2.97663, -0.45396, 0.02932], [1.64240, 0.22792, -0.09301], [-0.74964, -0.08268, -0.03963], [-2.75785, 0.87756, 0.00738], [-0.74536, 2.07396, 0.13844], [3.79871, 0.05834, -0.54477], [2.82311, -1.63028, -0.07825], [3.44870, -0.39614, 1.02715], [-3.81767, 1.59879, 0.17210], [0.74441, -1.58329, 0.11314], [-3.64222, -0.97753, -0.30616]],
  "mulliken_charge": [-0.389, -0.525, -0.145, -0.571, -0.250, -0.928, 0.665, 0.168, -0.306, 0.460, 0.297, 0.199, 0.257, 0.196, 0.237, 0.635]
}


[3]
{
  "formula": "C6H7NO3",
  "method": "ωB97M-V/def2-TZVPD",
  "orbital_gap_ev": 7.578,
  "symbols": ["O", "O", "O", "N", "C", "C", "C", "C", "C", "C", "H", "H", "H", "H", "H", "H", "H"],
  "xyz": [[2.97757, 0.84191, 1.74673], [2.02157, -1.15915, 1.49474], [1.04975, -3.19580, 1.24768], [0.08854, -0.11651, -0.29032], [-0.95092, 0.36343, -1.10439], [1.10336, 0.70914, 0.07159], [2.16941, 0.06537, 1.33547], [0.11380, -1.45512, 0.04231], [-1.94047, 1.40193, -0.46693], [1.07133, -2.04346, 0.92868], [-1.50515, -0.56511, -1.47545], [-1.23953, 2.01272, 0.22249], [-0.58744, -2.13151, -0.46127], [-2.35953, 1.86945, -1.34428], [1.06819, 1.81995, -0.13006], [-0.52023, 0.82339, -2.00345], [-2.56026, 0.75938, 0.18644]],
  "mulliken_charge": [-0.512, -0.259, -0.536, 0.235, -0.726, -0.287, 0.557, 0.076, -0.832, 0.040, 0.294, 0.264, 0.302, 0.336, 0.364, 0.410, 0.276]
}


Listing LUMO for the structures above in their given order: 0.59 0.75 -0.61 eV.
Listing energy above the lowest of the compared OMol25 structures with the same formula, charge and spin for the structures above in their given order: 556.2 220.3 275.2 kJ/mol.
Listing E_tot for the structures above in their given order: -362.60165 -437.98389 -513.20831 Eh.